Density functional theory data (ωB97M-V with the def2-TZVPD basis set) for one molecule with the formula C3H7N3OS.

Bonds (Å) are listed after each position.
Cartesian coordinates (Å):
1 C -2.777 1.542 -1.454  N2 1.443, H9 1.145, H10 1.107, H11 1.083
2 N -1.564 0.929 -0.970  C1 1.443, N3 1.324, H12 1.021
3 N -0.724 1.742 -0.348  N2 1.324, C4 1.311
4 C 0.304 1.219 0.276  N3 1.311, C5 1.519, H13 1.069
5 C 0.755 -0.222 0.437  C4 1.519, S6 1.651, N7 1.358
6 S 1.729 -0.697 1.682  C5 1.651
7 N 0.266 -1.074 -0.502  C5 1.358, O8 1.365, H14 1.015
8 O 0.689 -2.371 -0.508  N7 1.365, H15 0.983
9 H -3.384 1.956 -0.576  C1 1.145
10 H -3.398 0.772 -1.951  C1 1.107
11 H -2.483 2.328 -2.139  C1 1.083
12 H -1.677 0.007 -0.547  N2 1.021
13 H 0.988 1.913 0.714  C4 1.069
14 H -0.080 -0.752 -1.400  N7 1.015
15 H 1.321 -2.517 0.230  O8 0.983

Output
ΔE to the lowest compared entry with this formula, charge and spin: 85.76 kcal/mol
Net charge: 0
Calculated total energy: -756.09765 Eh
Orbital gap: 0.3201 hartree
E_LUMO: -0.080 eV

Density functional theory data (ωB97M-V with the def2-TZVPD basis set) for one molecule with the formula C3H7N3S.

Bonds (Å) are listed after each position.
Cartesian coordinates (Å):
1 C 0.092 1.342 -0.268  N2 1.447, H8 1.102, H9 1.093, H10 1.089
2 N 0.731 0.138 0.218  C1 1.447, N3 1.404, C4 1.346
3 N 2.130 0.172 0.328  N2 1.404, H11 1.010, H12 1.018
4 C 0.060 -0.977 0.562  N2 1.346, N5 1.282, H13 1.092
5 N -1.204 -1.188 0.529  C4 1.282, C6 1.341
6 C -2.140 -0.803 -0.352  N5 1.341, S7 1.652, H14 1.084
7 S -1.990 -0.623 -1.987  C6 1.652
8 H -0.105 1.270 -1.350  C1 1.102
9 H -0.868 1.491 0.234  C1 1.093
10 H 0.772 2.164 -0.051  C1 1.089
11 H 2.541 -0.520 -0.283  N3 1.010
12 H 2.402 -0.039 1.286  N3 1.018
13 H 0.692 -1.740 1.020  C4 1.092
14 H -3.112 -0.687 0.114  C6 1.084

Output
ΔE to the lowest compared entry with this formula, charge and spin: 50.13 kcal/mol
Net charge: 0
Calculated total energy: -680.90235 Eh
Orbital gap: 0.3138 hartree
E_LUMO: 0.347 eV

Density functional theory data (ωB97M-V with the def2-TZVPD basis set) for one molecule with the formula C3H7N3S.

Bonds (Å) are listed after each position.
Cartesian coordinates (Å):
1 H -1.018 0.225 2.331  N2 1.023
2 N -1.077 1.214 2.074  H1 1.023, C3 1.293
3 C -0.678 1.341 0.851  N2 1.293, N4 1.432, H9 1.094
4 N -0.180 0.300 0.002  C3 1.432, C5 1.500, C6 1.384
5 C 0.923 0.691 -0.935  N4 1.500, H10 1.088, H11 1.079, H12 1.098
6 C -0.627 -1.009 -0.031  N4 1.384, N7 1.354, S8 1.651
7 N 0.405 -1.827 -0.343  C6 1.354, H13 0.996, H14 0.965
8 S -2.199 -1.370 0.322  C6 1.651
9 H -0.623 2.346 0.423  C3 1.094
10 H 0.865 0.222 -1.915  C5 1.088
11 H 1.894 0.369 -0.590  C5 1.079
12 H 0.876 1.787 -0.987  C5 1.098
13 H 0.350 -2.819 -0.279  N7 0.996
14 H 1.087 -1.469 -0.925  N7 0.965

Output
ΔE to the lowest compared entry with this formula, charge and spin: 28.62 kcal/mol
Net charge: 0
Calculated total energy: -680.93663 Eh
Orbital gap: 0.3327 hartree
E_LUMO: 0.522 eV